41
Properties=species:S:1:pos:R:3:forces:R:3 method="wB97M-V/def2-TZVPD" total_charge=-1 molar_mass_da=298.1 multiplicity=1 orbital_gap_ha=0.2384
H 3.162028 -1.021805 -0.033553 0.107 -0.008 -0.001
C -1.310690 1.535251 2.857900 -1.082 0.448 -0.779
H -1.234958 1.750736 -5.212039 0.171 0.004 0.049
C 1.930804 -0.665298 -1.834326 0.004 0.254 0.738
H 2.421632 -0.002040 -2.546061 0.154 -0.241 -0.164
H -3.418483 3.175840 0.246611 -0.333 0.038 -0.019
H 0.540614 0.426427 0.439341 -0.149 -0.021 0.171
H -2.352706 1.191538 4.681935 -0.213 0.055 -0.134
H -1.203152 -2.239912 1.764578 -0.190 0.158 -0.080
H -2.959404 0.215511 3.376252 0.132 -0.182 -0.270
H 0.503223 -1.303047 0.155738 -0.079 -0.013 0.011
C -2.036134 0.583661 3.820596 0.430 0.228 0.907
H -1.736098 -0.306084 -4.047161 0.049 0.014 -0.011
H 3.112658 0.327484 2.857263 0.071 0.319 -0.105
C 0.641155 -0.747662 -5.456061 0.094 -0.080 0.100
C -2.961790 2.696817 1.071875 0.493 -0.012 0.193
H 2.696906 0.672031 -0.363931 0.332 -0.080 0.316
C 1.429790 -0.823724 2.034240 -0.348 0.651 -0.244
C 1.118709 -0.496573 0.563700 0.974 -0.447 -0.037
C 2.022009 0.386764 2.811726 -0.290 -0.782 0.135
H 1.709587 1.347502 2.396865 0.108 0.045 -0.089
C -1.562041 -0.403735 -5.120421 -0.237 -0.028 0.145
Ga -0.214125 -1.714085 2.922041 0.421 -0.280 0.343
H 0.345847 -3.033747 3.702250 0.000 0.024 0.070
C -2.246795 2.207278 1.907788 0.433 -0.332 0.139
H -2.489616 -0.696467 -5.607223 0.097 -0.150 -0.045
C -1.146250 -0.563709 4.344827 -0.486 0.123 -0.456
H -1.812822 -1.234948 4.899071 0.130 -0.082 0.052
H -0.784402 2.335446 3.376848 0.207 -0.145 0.204
H 2.213142 -1.589212 2.010542 -0.151 -0.160 0.057
C 2.359552 -0.367726 -0.367394 -1.045 0.389 -0.625
H 2.081690 -1.711037 -2.094866 0.058 0.003 -0.159
H -0.588268 0.992447 2.250847 0.056 -0.083 0.017
H -1.157090 0.936177 -6.789302 0.012 -0.039 0.012
H 1.661886 0.352980 3.844604 0.121 0.183 0.065
O -0.548727 -1.388158 -5.336187 -0.001 0.149 -0.059
H -0.447934 -0.164442 5.089460 0.117 -0.019 -0.087
C -0.941803 0.836334 -5.722523 -0.097 0.204 -0.037
H 0.857535 -0.464730 -1.887825 -0.032 -0.014 -0.209
O 0.455700 0.594139 -5.554670 -0.114 -0.070 -0.022
O 1.696502 -1.285029 -5.475466 0.076 -0.022 -0.088